Record 1
{
  "formula": "C36H27Cl2N3O8S3Y",
  "method": "ωB97M-V/def2-TZVPD",
  "e_tot_ev": -117223.512,
  "charge": -1,
  "lumo_ev": 2.08,
  "gap_ev": 7.07,
  "de_lowest_kcal_mol": 0.00,
  "elements": ["Y", "C", "O", "C", "C", "C", "C", "C", "C", "N", "N", "C", "O", "C", "C", "C", "C", "C", "C", "C", "O", "H", "H", "H", "H", "H", "H", "H", "H", "H", "H", "H", "H", "O", "C", "O", "C", "C", "C", "C", "C", "N", "C", "O", "O", "H", "H", "H", "H", "O", "C", "C", "C", "C", "C", "S", "C", "C", "C", "C", "S", "C", "C", "C", "C", "S", "H", "H", "H", "H", "H", "H", "H", "H", "H", "Cl", "C", "Cl", "H", "H"],
  "xyz": [[-1.1622, 0.4646, 0.5956], [-5.2269, 2.3314, -1.3036], [-4.2643, 2.3349, -2.3504], [-3.1982, 3.1898, -2.1595], [-2.9761, 4.1693, -3.0986], [-1.8485, 4.9946, -3.0215], [-0.9542, 4.7969, -1.9945], [-1.1407, 3.7868, -1.0392], [-0.1236, 3.6242, -0.0174], [0.0072, 2.5954, 0.7365], [1.0208, 2.6825, 1.6816], [0.9973, 1.6447, 2.4781], [0.1498, 0.6802, 2.4213], [2.0593, 1.5766, 3.5216], [2.9996, 2.5930, 3.6790], [4.0090, 2.4699, 4.6187], [4.0934, 1.3278, 5.4095], [3.1575, 0.3156, 5.2563], [2.1437, 0.4401, 4.3170], [-2.2984, 2.9636, -1.0808], [-2.5435, 2.0355, -0.2159], [-5.9638, 1.5738, -1.5666], [-5.7208, 3.3071, -1.2380], [-4.7688, 2.0897, -0.3448], [-3.6921, 4.2736, -3.9050], [-1.6838, 5.7677, -3.7599], [-0.0676, 5.4178, -1.9208], [0.5849, 4.4446, 0.1168], [2.9272, 3.4666, 3.0461], [4.7387, 3.2621, 4.7352], [4.8869, 1.2295, 6.1405], [3.2248, -0.5774, 5.8654], [1.4170, -0.3476, 4.1689], [-1.4354, -0.1890, -4.0065], [-1.5988, -0.0583, -2.6904], [-0.8593, 0.6040, -2.0015], [-2.7695, -0.8001, -2.1383], [-3.6988, -1.4817, -2.8996], [-4.7407, -2.1158, -2.2299], [-4.8135, -2.0398, -0.8502], [-3.8334, -1.3234, -0.1719], [-2.8415, -0.7352, -0.8149], [-3.8191, -1.1625, 1.3544], [-4.7107, -1.7114, 1.9828], [-2.8476, -0.4583, 1.7946], [-0.6099, 0.2660, -4.2379], [-3.6091, -1.5101, -3.9755], [-5.4889, -2.6634, -2.7887], [-5.5999, -2.5107, -0.2780], [-0.0526, -1.3065, -0.0432], [1.0477, -2.0679, 0.2376], [0.7452, -3.0414, 1.3796], [-0.0130, -2.7659, 2.4756], [-0.0707, -3.8482, 3.3959], [0.6482, -4.9259, 2.9827], [1.3891, -4.6384, 1.4623], [1.4466, -2.8454, -1.0160], [2.5767, -3.5296, -1.3460], [2.4893, -4.1455, -2.6292], [1.2987, -3.8982, -3.2411], [0.2699, -2.9298, -2.2621], [2.2287, -1.1754, 0.6199], [2.4716, 0.0723, 0.1288], [3.6656, 0.6520, 0.6441], [4.3131, -0.1750, 1.5063], [3.4657, -1.6516, 1.7173], [-0.5068, -1.8154, 2.6198], [-0.6339, -3.8220, 4.3177], [0.7665, -5.8780, 3.4739], [3.4396, -3.5865, -0.6965], [3.2807, -4.7347, -3.0722], [0.9742, -4.2310, -4.2139], [1.8045, 0.5658, -0.5681], [4.0005, 1.6511, 0.4054], [5.2107, 0.0206, 2.0700], [2.0614, 0.5387, -3.6288], [3.2110, -0.7257, -3.1624], [4.8692, -0.3304, -3.6515], [2.9132, -1.6491, -3.6444], [3.1822, -0.8181, -2.0812]],
  "forces_ev_per_a": [[-0.3, -0.2, -0.1], [-0.1, 0.0, 0.1], [0.0, 0.0, 0.0], [0.0, 0.0, -0.1], [0.1, 0.0, 0.0], [0.0, 0.0, 0.0], [0.0, 0.0, 0.0], [-0.1, 0.0, 0.0], [0.0, 0.0, 0.0], [0.0, 0.1, -0.1], [0.2, 0.1, 0.1], [-0.2, 0.1, -0.2], [0.0, 0.0, 0.0], [0.1, -0.1, 0.0], [0.0, 0.0, 0.0], [0.0, 0.0, 0.0], [0.0, 0.0, 0.0], [0.0, 0.0, 0.0], [0.0, 0.0, 0.0], [0.0, 0.1, 0.0], [0.1, 0.0, 0.1], [0.0, 0.0, 0.0], [0.0, 0.0, 0.0], [0.0, 0.0, 0.0], [0.0, 0.0, 0.0], [0.0, 0.0, 0.0], [0.0, 0.0, 0.0], [0.0, 0.0, 0.0], [0.0, 0.0, 0.0], [0.0, 0.0, 0.0], [0.0, 0.0, 0.0], [0.0, 0.0, 0.0], [0.0, 0.0, 0.0], [0.0, 0.0, -0.1], [0.0, 0.1, 0.0], [0.0, 0.0, 0.1], [0.0, 0.0, 0.0], [0.0, 0.0, 0.0], [0.0, 0.0, 0.0], [0.0, 0.0, -0.1], [0.1, 0.0, 0.1], [0.0, 0.0, -0.1], [0.0, -0.1, -0.1], [0.0, 0.0, 0.0], [0.0, 0.0, 0.0], [0.0, 0.0, 0.0], [0.0, 0.0, 0.0], [0.0, 0.0, 0.0], [0.0, 0.0, 0.0], [0.0, 0.1, 0.0], [0.0, 0.0, 0.1], [0.1, -0.1, 0.0], [0.0, 0.0, 0.0], [0.0, 0.0, 0.0], [0.1, 0.0, -0.1], [-0.1, 0.0, 0.1], [-0.2, 0.0, 0.0], [0.0, -0.1, 0.0], [0.1, 0.0, 0.1], [-0.1, 0.1, 0.1], [0.2, 0.0, -0.1], [0.1, 0.0, 0.0], [0.0, 0.0, 0.0], [0.0, 0.0, 0.0], [0.0, -0.1, 0.0], [0.0, 0.0, -0.1], [0.0, 0.0, 0.0], [0.0, 0.0, 0.0], [0.0, 0.0, 0.0], [0.0, 0.0, 0.0], [0.0, 0.0, 0.0], [0.0, 0.0, 0.0], [0.0, 0.0, 0.0], [0.0, 0.0, 0.0], [0.0, 0.0, 0.0], [0.0, 0.1, 0.0], [-0.1, -0.1, 0.1], [0.0, 0.0, 0.0], [0.0, 0.0, 0.0], [0.0, 0.0, -0.1]]
}

Record 2
{
  "formula": "C36H28AuCl2N4P2Se",
  "method": "ωB97M-V/def2-TZVPD",
  "e_tot_ev": -156400.772,
  "charge": 1,
  "multiplicity": 3,
  "lumo_ev": [-3.63, -4.68],
  "s_squared": 2.07,
  "gap_ev": [6.78, 6.00],
  "elements": ["Au", "N", "P", "C", "C", "C", "C", "C", "C", "C", "C", "C", "C", "C", "C", "P", "C", "C", "C", "C", "C", "C", "C", "C", "C", "C", "C", "C", "H", "H", "H", "H", "H", "H", "H", "H", "H", "H", "H", "H", "H", "H", "H", "H", "H", "H", "H", "H", "H", "Cl", "C", "C", "C", "C", "C", "Cl", "C", "N", "H", "H", "H", "Se", "N", "C", "C", "C", "C", "C", "C", "N", "H", "H", "H", "H"],
  "xyz": [[0.2065, -0.2657, -0.5222], [2.3226, -0.8677, 1.7219], [1.7052, 0.7449, 1.8292], [2.9920, 1.7631, 1.0224], [2.6081, 2.5810, -0.0345], [3.5446, 3.3713, -0.6997], [4.8723, 3.3440, -0.3007], [5.2661, 2.5430, 0.7719], [4.3291, 1.7659, 1.4306], [2.0226, 1.1714, 3.5757], [1.7479, 2.4971, 3.9278], [1.9179, 2.9349, 5.2290], [2.3576, 2.0538, 6.2104], [2.6263, 0.7375, 5.8785], [2.4554, 0.2963, 4.5680], [1.3827, -2.0841, 0.9726], [1.0738, -3.2470, 2.3184], [0.6664, -2.7568, 3.5613], [0.3696, -3.6357, 4.5932], [0.4494, -5.0050, 4.3827], [0.8182, -5.4994, 3.1386], [1.1241, -4.6261, 2.1052], [2.5224, -2.9727, -0.1194], [2.1318, -3.2494, -1.4257], [3.0071, -3.8860, -2.3006], [4.2775, -4.2403, -1.8709], [4.6725, -3.9783, -0.5604], [3.7968, -3.3525, 0.3103], [2.9149, -1.1853, 2.4798], [1.5672, 2.6043, -0.3421], [3.2339, 4.0103, -1.5177], [5.6034, 3.9545, -0.8152], [6.2998, 2.5380, 1.0955], [4.6354, 1.1568, 2.2753], [1.4050, 3.1964, 3.1723], [1.7035, 3.9652, 5.4816], [2.4867, 2.3949, 7.2298], [2.9710, 0.0454, 6.6363], [2.6723, -0.7437, 4.3568], [0.5657, -1.6908, 3.7240], [0.0672, -3.2496, 5.5581], [0.2179, -5.6898, 5.1886], [0.8686, -6.5677, 2.9722], [1.4217, -5.0191, 1.1415], [1.1398, -2.9657, -1.7657], [2.6964, -4.1017, -3.3149], [4.9622, -4.7271, -2.5542], [5.6604, -4.2661, -0.2227], [4.1058, -3.1590, 1.3317], [-3.1774, -0.1442, 2.9905], [-3.5946, -0.8242, 1.4611], [-4.8454, -1.3628, 1.2872], [-5.1947, -1.9219, 0.0627], [-4.2865, -1.9325, -0.9956], [-3.0355, -1.4059, -0.8180], [-1.9757, -1.3929, -2.2066], [-2.6007, -0.8296, 0.4199], [-1.4184, -0.3052, 0.7357], [-5.5488, -1.3414, 2.1085], [-6.1815, -2.3432, -0.0760], [-4.5633, -2.3430, -1.9569], [0.6586, 0.5412, -3.7574], [1.4794, 0.0991, -2.2190], [2.7729, 0.0651, -2.4479], [3.7780, -0.2859, -1.4860], [5.0637, -0.2801, -1.8899], [5.4551, 0.0636, -3.2424], [4.5445, 0.3874, -4.1797], [3.1529, 0.3914, -3.8069], [2.1737, 0.6796, -4.6406], [3.4935, -0.5469, -0.4712], [5.8364, -0.5417, -1.1776], [6.5062, 0.0556, -3.4980], [4.8163, 0.6418, -5.1951]],
  "forces_ev_per_a": [[-0.1, -0.5, 0.2], [-0.4, -0.2, 0.2], [0.2, 0.0, -0.2], [0.2, 0.1, 0.1], [0.1, 0.0, -0.1], [0.0, -0.1, 0.1], [0.0, -0.1, 0.0], [-0.1, 0.0, -0.1], [0.0, -0.1, 0.0], [-0.1, 0.0, 0.1], [0.0, 0.0, 0.0], [0.0, 0.0, 0.0], [0.0, 0.0, 0.0], [0.0, 0.0, -0.1], [0.0, 0.0, 0.1], [0.5, 0.6, -0.1], [-0.3, -0.1, 0.0], [-0.1, -0.1, 0.0], [0.0, 0.1, -0.1], [0.0, 0.0, 0.0], [0.0, 0.0, 0.0], [0.1, 0.0, 0.1], [0.1, -0.2, 0.0], [0.0, 0.0, 0.0], [0.0, 0.0, 0.1], [0.0, 0.0, 0.0], [-0.1, 0.0, -0.1], [0.0, 0.0, 0.0], [0.2, 0.0, -0.1], [0.0, 0.0, 0.0], [0.0, 0.0, 0.0], [0.0, 0.0, 0.0], [0.0, 0.0, 0.0], [0.0, 0.0, 0.0], [0.0, 0.0, 0.0], [0.0, 0.0, 0.0], [0.0, 0.0, 0.0], [0.0, 0.0, 0.0], [0.0, 0.0, 0.0], [0.0, 0.0, 0.0], [0.0, 0.0, 0.0], [0.0, 0.0, 0.0], [0.0, 0.0, 0.0], [0.0, 0.0, 0.0], [0.0, 0.0, 0.0], [0.0, 0.0, 0.0], [0.0, 0.0, 0.0], [0.0, 0.0, 0.0], [0.0, 0.0, 0.0], [0.0, -0.1, -0.1], [0.1, 0.1, 0.1], [-0.1, 0.0, 0.0], [0.0, 0.0, 0.0], [-0.1, 0.0, 0.1], [0.3, 0.1, -0.1], [0.0, 0.0, 0.2], [0.3, 0.1, 0.3], [-0.5, -0.1, -0.4], [0.0, 0.0, 0.0], [0.0, 0.0, 0.0], [0.0, 0.0, 0.0], [-0.2, 0.1, -0.1], [-0.4, 0.1, -0.2], [0.5, -0.2, 0.3], [-0.2, 0.1, 0.0], [0.2, 0.0, -0.2], [0.0, -0.1, 0.3], [-0.3, 0.0, 0.0], [0.2, 0.1, -0.2], [0.1, -0.1, 0.2], [0.1, 0.1, -0.2], [0.0, 0.0, 0.0], [0.0, 0.0, 0.0], [0.0, 0.0, 0.0]]
}

Question: Look up the charge of the first one.
Answer: -1